#w
Here is 2 unconnected molecules or ions with the total composition C4H8O2 from the OMol25 dataset. Energies are from wB97M-V/def2-TZVPD.

```
14
Properties=species:S:1:pos:R:3:nbo_charge:R:1
O 1.202 -1.505 0.631 -0.478
C 1.204 -0.306 0.666 0.582
C 1.882 0.944 0.295 -0.558
C 0.543 0.961 1.059 -0.022
O -0.552 1.478 0.371 -0.689
H 2.790 1.281 0.789 0.244
H 1.821 1.209 -0.759 0.255
H 0.620 1.236 2.114 0.189
H -1.334 0.963 0.614 0.483
C -1.633 -1.248 -1.153 -0.875
H -1.639 -1.735 -2.131 0.218
H -1.385 -0.191 -1.278 0.213
H -2.630 -1.353 -0.711 0.208
H -0.889 -1.733 -0.507 0.230
```

Properties
2S+1: 1
Structure (SMILES): O=C1C[C@H]1O.C
Gap between HOMO and LUMO: 9.8122 eV
HOMO level: -9.3 eV
E_LUMO: 0.56 eV


#x
Here is a single C4H8O2 molecule from the OMol25 dataset. Energies are from wB97M-V/def2-TZVPD.

```
14
Properties=species:S:1:pos:R:3:nbo_charge:R:1
C 1.929 0.068 -0.403 -0.263
O 0.785 -0.673 -0.003 -0.532
C -0.461 -0.029 -0.234 -0.003
C -1.549 -1.033 0.095 -0.624
C -0.526 1.166 0.704 0.420
O -0.376 2.312 0.355 -0.509
H 2.474 -0.455 -1.197 0.183
H 1.650 1.057 -0.773 0.187
H 2.610 0.214 0.445 0.185
H -0.539 0.337 -1.271 0.182
H -1.303 -1.981 -0.389 0.233
H -1.588 -1.203 1.177 0.212
H -2.535 -0.696 -0.243 0.219
H -0.656 0.907 1.779 0.108
```

Properties
2S+1: 1
Structure (SMILES): CO[C@@H](C)C=O
Gap between HOMO and LUMO: 10.6474 eV
HOMO level: -9.6 eV
E_LUMO: 1.02 eV


Which structure is most stable? #x, by 0.0464 hartree over the runner-up.


#w
Here is a single C4H8O2 molecule from the OMol25 dataset. Energies are from wB97M-V/def2-TZVPD.

```
14
Properties=species:S:1:pos:R:3:nbo_charge:R:1
C 1.623 -0.479 -0.968 -0.247
O 0.401 0.232 -0.995 -0.541
C -0.569 -0.411 -0.221 0.047
C -0.408 -0.203 1.238 -0.504
C -1.492 0.581 0.371 0.049
O -1.329 1.902 -0.005 -0.688
H 1.481 -1.487 -1.379 0.170
H 2.019 -0.571 0.053 0.178
H 2.331 0.075 -1.588 0.196
H -0.893 -1.370 -0.620 0.189
H 0.348 0.444 1.650 0.225
H -0.777 -1.012 1.881 0.213
H -2.220 0.378 1.120 0.225
H -0.515 1.919 -0.537 0.488
```

Properties
2S+1: 1
Structure (SMILES): CO[C@H]1C[C@H]1O
Gap between HOMO and LUMO: 9.5684 eV
HOMO level: -8.6 eV
E_LUMO: 1.00 eV


#x
Here is a single C4H8O2 molecule from the OMol25 dataset. Energies are from wB97M-V/def2-TZVPD.

```
14
Properties=species:S:1:pos:R:3:nbo_charge:R:1
C 0.541 -1.157 1.860 -0.258
O 0.459 -0.783 0.468 -0.530
C -0.768 -0.331 0.232 0.117
C -1.132 0.691 -0.651 -0.310
C 0.024 1.216 -1.646 -0.075
O 1.304 1.067 -1.167 -0.723
H -0.072 -1.944 2.176 0.187
H 0.509 -0.204 2.408 0.196
H 1.603 -1.557 1.939 0.195
H -1.595 -0.788 0.820 0.165
H -2.181 0.835 -0.870 0.213
H -0.009 0.716 -2.548 0.158
H -0.213 2.238 -2.011 0.176
H 1.531 0.001 -1.010 0.489
```

Properties
2S+1: 1
Structure (SMILES): CO/C=C\CO
Gap between HOMO and LUMO: 9.5394 eV
HOMO level: -8.6 eV
E_LUMO: 0.92 eV


Which structure is most stable? #w, by 0.0034 hartree over the runner-up.


#w
Here is a single C5H7FN2 molecule from the OMol25 dataset. Energies are from wB97M-V/def2-TZVPD.

```
15
Properties=species:S:1:pos:R:3:nbo_charge:R:1
C -1.308 -0.976 -0.542 -0.293
C -1.457 0.477 -0.811 -0.306
C -0.134 -1.480 -0.167 -0.211
C -0.538 1.374 -0.447 0.016
C 1.442 -0.022 -0.110 0.694
N 0.782 1.205 -0.109 -0.657
N 2.155 -0.304 1.046 -0.893
F 2.296 -0.181 -1.227 -0.376
H -2.145 -1.757 -0.724 0.216
H -2.491 0.703 -1.112 0.222
H 0.075 -2.522 -0.028 0.191
H -0.783 2.331 -0.860 0.206
H 1.344 1.959 0.294 0.397
H 2.547 -1.286 1.349 0.410
H 2.089 0.308 1.824 0.384
```

Properties
2S+1: 1
Gap between HOMO and LUMO: 8.9457 eV
HOMO level: -8.1 eV
E_LUMO: 0.89 eV


#x
Here is a single C5H7FN2 molecule from the OMol25 dataset. Energies are from wB97M-V/def2-TZVPD.

```
15
Properties=species:S:1:pos:R:3:nbo_charge:R:1
C 1.623 -0.338 1.663 -0.641
C 0.634 0.645 1.070 0.197
F 1.229 1.750 0.609 -0.346
C -0.239 -0.044 -0.181 0.328
N -0.407 -1.259 -0.509 -0.470
C -1.287 -1.242 -1.580 -0.118
C -1.527 0.108 -1.878 -0.099
N -0.813 0.884 -1.004 -0.548
H 2.143 -0.947 0.974 0.226
H 2.403 0.192 2.356 0.219
H 0.943 -0.967 2.334 0.222
H -0.086 0.828 1.824 0.159
H -1.527 -2.156 -2.250 0.225
H -2.139 0.675 -2.658 0.216
H -0.951 1.871 -0.769 0.431
```

Properties
2S+1: 1
Structure (SMILES): C[C@@H](F)c1ncc[nH]1
Gap between HOMO and LUMO: 9.6299 eV
HOMO level: -8.8 eV
E_LUMO: 0.86 eV


Which structure is most stable? #x, by 0.0975 hartree over the runner-up.


#w
Here is 2 unconnected molecules or ions with the total composition C6H14N2O2 from the OMol25 dataset. Energies are from wB97M-V/def2-TZVPD.

```
24
Properties=species:S:1:pos:R:3:nbo_charge:R:1
C -2.951 -0.690 -0.124 -0.431
N -2.752 0.739 -0.015 -0.604
C -1.550 1.365 -0.098 0.690
C -1.616 2.859 0.014 -0.714
O -0.500 0.768 -0.263 -0.671
H -1.975 -1.141 -0.242 0.232
H -3.270 -1.128 0.824 0.206
H -3.538 -0.901 -1.012 0.206
H -3.508 1.296 0.345 0.389
H -2.616 3.240 -0.169 0.216
H -1.329 3.192 1.017 0.241
H -0.818 3.290 -0.589 0.249
C 3.153 0.550 0.074 -0.413
N 2.122 -0.443 -0.105 -0.622
C 2.363 -1.741 0.147 0.669
C 1.162 -2.666 0.006 -0.700
O 3.456 -2.183 0.472 -0.649
H 3.945 0.416 -0.668 0.197
H 2.715 1.546 -0.021 0.201
H 3.617 0.480 1.063 0.207
H 1.221 -0.137 -0.451 0.435
H 0.291 -2.119 -0.367 0.202
H 1.429 -3.400 -0.763 0.230
H 0.947 -3.191 0.926 0.232
```

Properties
2S+1: 1
Structure (SMILES): CNC(C)=O.CNC(C)=O
Gap between HOMO and LUMO: 9.5472 eV
HOMO level: -9.0 eV
E_LUMO: 0.55 eV


#x
Here is 2 unconnected molecules or ions with the total composition C6H14N2O2 from the OMol25 dataset. Energies are from wB97M-V/def2-TZVPD.

```
24
Properties=species:S:1:pos:R:3:nbo_charge:R:1
C 0.590 -1.251 1.919 -0.416
N -0.298 -0.199 1.423 -0.623
C -1.432 0.232 2.021 0.671
C -2.333 1.098 1.170 -0.717
O -1.763 -0.112 3.141 -0.623
H 1.537 -0.821 2.214 0.192
H 0.168 -1.754 2.787 0.232
H 0.717 -1.959 1.099 0.194
H -0.118 -0.068 0.449 0.396
H -1.791 1.940 0.737 0.215
H -2.930 0.506 0.481 0.240
H -3.079 1.605 1.751 0.240
C 0.233 1.689 -1.364 -0.420
N 1.310 0.737 -1.450 -0.631
C 1.127 -0.449 -2.105 0.663
C 2.318 -1.341 -2.225 -0.717
O 0.026 -0.710 -2.543 -0.623
H -0.371 1.625 -2.266 0.233
H -0.443 1.470 -0.539 0.183
H 0.647 2.670 -1.149 0.205
H 2.176 0.955 -0.992 0.395
H 3.255 -0.789 -2.244 0.223
H 2.130 -2.033 -3.045 0.252
H 2.404 -2.020 -1.366 0.237
```

Properties
2S+1: 1
Structure (SMILES): CNC(C)=O.CNC(C)=O
Gap between HOMO and LUMO: 10.1495 eV
HOMO level: -9.6 eV
E_LUMO: 0.58 eV


#y
Here is 2 unconnected molecules or ions with the total composition C6H14N2O2 from the OMol25 dataset. Energies are from wB97M-V/def2-TZVPD.

```
24
Properties=species:S:1:pos:R:3:nbo_charge:R:1
C -1.029 -3.204 0.066 -0.462
N -2.220 -2.411 -0.247 -0.623
C -2.494 -1.295 0.467 0.681
C -3.633 -0.428 -0.112 -0.713
O -1.870 -0.939 1.445 -0.627
H -0.798 -2.948 1.130 0.234
H -1.037 -4.271 0.111 0.217
H -0.142 -2.749 -0.359 0.206
H -2.842 -2.887 -0.875 0.401
H -4.198 -0.304 0.808 0.240
H -3.351 0.559 -0.513 0.238
H -4.123 -0.885 -0.978 0.209
C 3.634 2.991 0.646 -0.413
N 2.353 2.329 0.332 -0.617
C 2.268 1.087 -0.186 0.678
C 0.934 0.727 -0.901 -0.721
O 3.253 0.404 -0.411 -0.637
H 3.362 3.725 1.407 0.198
H 4.451 2.399 1.038 0.230
H 3.965 3.486 -0.271 0.194
H 1.528 2.899 0.370 0.390
H 0.435 1.553 -1.341 0.215
H 1.234 -0.112 -1.521 0.244
H 0.318 0.271 -0.105 0.237
```

Properties
2S+1: 1
Structure (SMILES): CNC(C)=O.CNC(C)=O
Gap between HOMO and LUMO: 10.1384 eV
HOMO level: -9.4 eV
E_LUMO: 0.78 eV


#z
Here is 2 unconnected molecules or ions with the total composition C6H14N2O2 from the OMol25 dataset. Energies are from wB97M-V/def2-TZVPD.

```
24
Properties=species:S:1:pos:R:3:nbo_charge:R:1
C -1.726 0.479 -2.189 -0.423
N -0.291 0.701 -2.637 -0.623
C 0.642 0.705 -1.641 0.693
C 2.039 0.168 -2.033 -0.713
O 0.437 1.012 -0.483 -0.657
H -1.707 0.275 -1.118 0.235
H -2.088 1.495 -2.418 0.210
H -2.201 -0.284 -2.797 0.206
H 0.005 0.393 -3.546 0.393
H 1.916 -0.287 -3.045 0.205
H 2.774 0.952 -1.814 0.243
H 2.333 -0.699 -1.434 0.238
C 1.219 -1.645 2.144 -0.426
N 0.444 -0.417 1.855 -0.628
C -0.839 -0.430 2.294 0.683
C -1.586 0.913 2.080 -0.713
O -1.362 -1.419 2.779 -0.651
H 0.498 -2.457 2.159 0.238
H 1.831 -1.822 1.281 0.183
H 1.820 -1.495 3.043 0.193
H 0.971 0.313 1.415 0.426
H -1.071 1.454 1.289 0.234
H -2.599 0.636 1.813 0.227
H -1.460 1.458 3.002 0.227
```

Properties
2S+1: 1
Structure (SMILES): CNC(C)=O.CNC(C)=O
Gap between HOMO and LUMO: 9.6627 eV
HOMO level: -9.0 eV
E_LUMO: 0.63 eV


Which structure is most stable? #w, by 0.0154 hartree over the runner-up.


#w
Here is 2 unconnected molecules or ions with the total composition C6H14N2O2 from the OMol25 dataset. Energies are from wB97M-V/def2-TZVPD.

```
24
Properties=species:S:1:pos:R:3:nbo_charge:R:1
C 1.367 -0.538 -2.844 -0.422
N 0.823 0.502 -1.929 -0.649
C 1.747 1.395 -1.304 0.695
C 0.931 2.156 -0.268 -0.739
O 2.878 1.414 -1.551 -0.584
H 2.147 -0.328 -3.498 0.223
H 1.374 -1.495 -2.364 0.198
H 0.525 -0.750 -3.620 0.179
H -0.023 0.330 -1.459 0.405
H 1.040 1.663 0.772 0.235
H 1.244 3.207 -0.297 0.231
H -0.174 2.381 -0.473 0.222
C 0.246 -0.681 2.843 -0.446
N -1.060 -0.502 2.160 -0.656
C -1.225 -0.862 0.826 0.660
C -2.597 -1.045 0.489 -0.735
O -0.253 -0.952 0.105 -0.607
H 1.051 -0.964 2.053 0.234
H 0.593 0.259 3.223 0.207
H 0.193 -1.619 3.499 0.207
H -1.621 0.189 2.644 0.398
H -3.261 -1.496 1.285 0.242
H -3.262 -0.306 0.077 0.258
H -2.686 -1.958 -0.368 0.244
```

Properties
2S+1: 1
Structure (SMILES): CNC(C)=O.CNC(C)=O
Gap between HOMO and LUMO: 9.3876 eV
HOMO level: -8.8 eV
E_LUMO: 0.57 eV


#x
Here is 2 unconnected molecules or ions with the total composition C6H14N2O2 from the OMol25 dataset. Energies are from wB97M-V/def2-TZVPD.

```
24
Properties=species:S:1:pos:R:3:nbo_charge:R:1
C 1.680 -1.439 -0.525 -0.644
C 0.751 -0.523 0.250 -0.033
N 0.685 -0.923 1.648 -0.875
C 0.979 0.873 0.122 0.453
C 1.692 1.532 -1.002 -0.682
O 0.696 1.649 1.171 -0.667
H 1.703 -2.450 -0.117 0.214
H 2.715 -1.097 -0.514 0.204
H 1.340 -1.549 -1.553 0.235
H 1.156 -1.806 1.806 0.378
H -0.261 -1.140 1.937 0.362
H 1.538 2.607 -0.945 0.234
H 2.765 1.341 -0.906 0.231
H 1.334 1.100 -1.938 0.248
H 0.354 1.015 1.855 0.501
C -2.488 -0.137 0.823 -0.705
C -1.473 -0.333 -0.312 0.669
N -1.539 0.800 -1.227 -0.904
O -1.485 -1.453 -0.875 -0.649
H -2.149 0.650 1.503 0.205
H -2.592 -1.025 1.445 0.226
H -3.451 0.168 0.419 0.242
H -2.057 1.619 -0.932 0.367
H -1.892 0.520 -2.135 0.389
```

Properties
2S+1: 1
Structure (SMILES): C/C(N)=C(\C)O.CC(N)=O
Gap between HOMO and LUMO: 8.1572 eV
HOMO level: -7.5 eV
E_LUMO: 0.62 eV


#y
Here is 2 unconnected molecules or ions with the total composition C6H14N2O2 from the OMol25 dataset. Energies are from wB97M-V/def2-TZVPD.

```
24
Properties=species:S:1:pos:R:3:nbo_charge:R:1
C 4.495 -0.267 -0.050 -0.442
N 3.047 -0.649 -0.057 -0.421
C 2.736 -1.920 0.569 -0.415
C 2.153 0.331 -0.464 0.516
O 0.957 -0.047 -0.410 -0.630
H 4.732 0.045 0.967 0.187
H 4.750 0.607 -0.651 0.208
H 5.348 -0.914 -0.255 0.220
H 1.719 -1.980 0.956 0.240
H 2.943 -2.783 -0.064 0.205
H 3.357 -1.985 1.463 0.192
H 2.754 1.215 -0.725 0.142
C -3.742 1.475 0.879 -0.411
N -3.376 0.553 -0.193 -0.424
C -2.171 0.867 -0.976 -0.423
C -4.032 -0.604 -0.362 0.531
O -3.692 -1.524 -1.072 -0.627
H -3.889 2.471 0.461 0.189
H -2.893 1.600 1.551 0.196
H -4.691 1.288 1.382 0.218
H -1.343 0.974 -0.275 0.216
H -1.961 0.074 -1.694 0.252
H -2.350 1.877 -1.346 0.187
H -4.853 -0.704 0.365 0.095
```

Properties
2S+1: 1
Structure (SMILES): CN(C)C=O.CN(C)C=O
Gap between HOMO and LUMO: 9.5765 eV
HOMO level: -8.8 eV
E_LUMO: 0.73 eV


Which structure is most stable? #y, by 0.0113 hartree over the runner-up.


#w
Here is 2 unconnected molecules or ions with the total composition C6H14N2O2 from the OMol25 dataset. Energies are from wB97M-V/def2-TZVPD.

```
24
Properties=species:S:1:pos:R:3:nbo_charge:R:1
C 1.751 -1.316 -2.529 -0.418
N 2.107 0.040 -2.169 -0.639
C 1.054 0.805 -1.669 0.692
C 1.214 2.272 -1.836 -0.715
O 0.154 0.250 -1.074 -0.636
H 1.397 -1.915 -1.695 0.214
H 0.964 -1.362 -3.285 0.193
H 2.612 -1.900 -2.865 0.207
H 2.949 0.479 -2.476 0.396
H 1.723 2.525 -0.890 0.245
H 1.885 2.557 -2.632 0.220
H 0.274 2.802 -1.925 0.246
C -1.376 1.496 1.986 -0.429
N -1.417 0.244 1.301 -0.619
C -1.302 -0.913 2.009 0.670
C -1.320 -2.137 1.157 -0.714
O -1.134 -0.928 3.211 -0.632
H -1.468 1.341 3.057 0.238
H -0.444 2.076 1.844 0.176
H -2.049 2.286 1.635 0.192
H -1.495 0.312 0.307 0.421
H -2.331 -2.438 0.870 0.229
H -0.808 -1.954 0.205 0.229
H -0.832 -3.021 1.561 0.233
```

Properties
2S+1: 1
Structure (SMILES): CNC(C)=O.CNC(C)=O
Gap between HOMO and LUMO: 9.5345 eV
HOMO level: -8.9 eV
E_LUMO: 0.62 eV


#x
Here is 2 unconnected molecules or ions with the total composition C6H14N2O2 from the OMol25 dataset. Energies are from wB97M-V/def2-TZVPD.

```
24
Properties=species:S:1:pos:R:3:nbo_charge:R:1
C 2.398 -0.665 -0.276 -0.435
N 1.577 0.513 -0.380 -0.618
C 2.174 1.675 -0.226 0.653
C 1.369 2.889 -0.532 -0.704
O 3.390 1.831 0.097 -0.681
H 1.966 -1.317 0.492 0.194
H 2.540 -1.067 -1.252 0.203
H 3.466 -0.409 0.248 0.254
H 0.604 0.493 -0.728 0.436
H 0.368 2.817 -0.801 0.208
H 1.574 3.570 0.435 0.240
H 1.883 3.338 -1.415 0.242
C -1.635 0.568 1.175 -0.418
N -2.272 -0.759 0.860 -0.608
C -1.827 -1.430 -0.233 0.664
C -2.161 -2.860 -0.413 -0.704
O -1.139 -0.790 -1.020 -0.666
H -1.854 1.171 0.295 0.226
H -2.207 0.956 1.978 0.200
H -0.679 0.589 1.620 0.211
H -2.737 -1.327 1.592 0.392
H -2.688 -3.324 0.512 0.213
H -2.772 -3.017 -1.400 0.253
H -1.339 -3.445 -0.627 0.246
```

Properties
2S+1: 1
Structure (SMILES): CNC(C)=O.CNC(C)=O
Gap between HOMO and LUMO: 9.6657 eV
HOMO level: -9.1 eV
E_LUMO: 0.58 eV


Which structure is most stable? #w, by 0.0320 hartree over the runner-up.